{
  "formula": "C21H60F3N12O11S",
  "method": "ωB97M-V with the def2-TZVPD basis set",
  "homo_lumo_gap_ev": 9.210,
  "charge": -1,
  "lumo_ev": 2.2,
  "e_homo_ev": -7.0,
  "elements": ["C", "F", "F", "F", "S", "O", "O", "O", "C", "O", "N", "N", "H", "H", "H", "H", "C", "O", "N", "N", "H", "H", "H", "H", "C", "O", "N", "N", "H", "H", "H", "H", "C", "O", "N", "N", "H", "H", "H", "H", "C", "C", "C", "O", "C", "N", "H", "H", "H", "H", "H", "H", "H", "H", "H", "H", "H", "C", "C", "C", "O", "C", "N", "H", "H", "H", "H", "H", "H", "H", "H", "H", "H", "H", "C", "C", "C", "O", "C", "N", "H", "H", "H", "H", "H", "H", "H", "H", "H", "H", "H", "C", "C", "C", "O", "C", "N", "H", "H", "H", "H", "H", "H", "H", "H", "H", "H", "H"],
  "xyz": [[-0.5005, -1.9408, 0.9596], [0.0988, -2.9138, 0.2421], [-1.6885, -1.6801, 0.3905], [-0.6981, -2.3881, 2.1925], [0.5199, -0.3960, 0.8780], [1.5829, -0.6351, 1.8341], [0.9570, -0.2750, -0.5024], [-0.4076, 0.6244, 1.3085], [4.4786, -0.8406, 3.8075], [5.5130, -0.7493, 4.4501], [3.3068, -1.2460, 4.4222], [4.3840, -0.5973, 2.4745], [2.4082, -1.0710, 4.0051], [3.4250, -1.2777, 5.4179], [3.4737, -0.6510, 2.0399], [5.2367, -0.3162, 2.0317], [1.7719, -2.1451, -3.5536], [2.1121, -2.6461, -4.6151], [1.7962, -0.7949, -3.3497], [1.2569, -2.8668, -2.5137], [1.5513, -0.3516, -2.4798], [2.0545, -0.1907, -4.1062], [1.3263, -3.8640, -2.5731], [0.9057, -2.3943, -1.7039], [5.3184, -1.0343, -1.7256], [5.4796, -0.0914, -2.4766], [6.3492, -1.8995, -1.4269], [4.1694, -1.2294, -1.0040], [6.1972, -2.6774, -0.8125], [7.1887, -1.8125, -1.9637], [3.3555, -0.7223, -1.2997], [4.0604, -2.0793, -0.4798], [-1.1499, 4.3150, 1.5931], [-1.5386, 5.3376, 2.1317], [-0.2001, 3.4415, 2.1062], [-1.5646, 3.9325, 0.3434], [-0.4317, 2.5101, 1.7916], [0.1450, 3.6462, 3.0243], [-2.2121, 4.5733, -0.0744], [-1.2187, 3.1326, -0.1796], [-0.3789, 1.3376, -4.3049], [-1.1856, 1.3067, -3.0042], [-1.6851, -0.0431, -2.5265], [-2.6091, -0.5751, -3.4625], [-2.6362, -1.9755, -3.4523], [-0.5188, 2.0432, -1.8828], [0.4835, 2.0017, -4.3144], [-1.0354, 1.7504, -5.0866], [-0.1528, 0.3746, -4.7646], [-2.1095, 1.8758, -3.1671], [-2.2488, 0.1639, -1.6082], [-0.8474, -0.7301, -2.3892], [-3.0821, -2.3418, -2.5149], [-1.6256, -2.4107, -3.4688], [-3.1589, -2.3216, -4.3396], [-0.1130, 1.3749, -1.2172], [0.2244, 2.5484, -2.3519], [1.7064, 5.3326, -1.5424], [2.9467, 5.0646, -2.3839], [2.8657, 3.7780, -3.1820], [2.3360, 2.6809, -2.5016], [3.1156, 2.2646, -1.3850], [3.2136, 6.2202, -3.2726], [0.8305, 5.4447, -2.1972], [1.8050, 6.3323, -1.1061], [1.4479, 4.6183, -0.7651], [3.8157, 5.0463, -1.7146], [3.7739, 3.5675, -3.7719], [2.1890, 3.9835, -4.0341], [4.1065, 1.9064, -1.7073], [2.6199, 1.3829, -0.9929], [3.3116, 3.0621, -0.6677], [2.4910, 6.9233, -3.1686], [3.1600, 5.9412, -4.2478], [-3.8300, 2.0147, 5.1259], [-2.5671, 1.7888, 4.2891], [-1.4036, 1.3350, 5.1558], [-1.1313, 2.1180, 6.2975], [-0.7974, 3.4760, 6.0278], [-2.8444, 0.8615, 3.1875], [-4.7926, 2.0859, 4.6305], [-3.6540, 2.8575, 5.7978], [-3.9287, 1.1537, 5.8093], [-2.3634, 2.7525, 3.8135], [-0.5177, 1.1803, 4.5194], [-1.6548, 0.3463, 5.5582], [0.2909, 3.5681, 5.9811], [-1.0932, 4.0351, 6.9223], [-1.3494, 3.8960, 5.1920], [-1.9710, 0.7344, 2.6733], [-3.0572, -0.0762, 3.5227], [-5.6472, -5.3073, -1.3473], [-4.4667, -6.1406, -0.8818], [-3.7081, -5.4386, 0.2332], [-2.6593, -6.3126, 0.6541], [-1.5520, -5.6465, 1.1872], [-4.9264, -7.4278, -0.3586], [-6.4941, -5.4534, -0.6729], [-5.9987, -5.5954, -2.3377], [-5.3831, -4.2482, -1.3251], [-3.7249, -6.1394, -1.6981], [-4.3441, -5.2193, 1.0990], [-3.2085, -4.5369, -0.1423], [-0.6858, -6.3079, 1.2531], [-1.6927, -5.3328, 2.2340], [-1.3135, -4.7777, 0.5724], [-5.2415, -7.9790, -1.1516], [-4.1569, -7.9286, 0.0708]],
  "atomic_forces_ev_per_a": [[-0.04, 0.49, -0.74], [-0.08, -0.02, 0.21], [0.12, -0.38, 0.18], [0.04, 0.12, -0.05], [0.44, 0.48, 1.12], [-0.05, -0.38, -0.26], [-0.15, -0.57, 0.06], [-0.24, -0.12, -0.34], [-0.42, -0.08, 0.15], [0.32, 0.00, -0.04], [0.55, -0.03, -0.19], [-0.03, -0.28, 0.60], [-0.02, 0.06, 0.03], [-0.39, 0.04, 0.08], [0.28, 0.21, -0.40], [-0.16, 0.11, -0.34], [-0.31, 0.44, -0.52], [0.16, -0.21, 0.15], [0.16, 0.15, 0.24], [0.22, 0.14, -0.17], [-0.18, -0.15, 0.02], [0.14, -0.17, -0.10], [-0.12, -0.02, 0.11], [0.04, -0.15, 0.26], [0.34, 0.34, 0.55], [-0.11, 0.01, -0.38], [-0.60, 0.03, 0.09], [0.53, -0.21, -0.05], [0.23, -0.09, -0.11], [0.07, -0.06, 0.00], [-0.11, -0.10, 0.02], [-0.30, 0.06, -0.02], [0.55, -0.27, -0.62], [0.06, 0.15, 0.28], [-0.82, 0.59, -0.77], [-0.22, 0.34, 0.58], [0.83, -0.43, 0.61], [-0.18, -0.31, 0.22], [-0.10, -0.17, -0.22], [-0.04, 0.26, -0.11], [-1.16, 0.06, -1.39], [-0.45, 0.89, 0.65], [-0.27, 0.46, -0.14], [0.39, 0.13, -0.53], [0.42, -0.28, 0.48], [-0.27, -0.83, -0.47], [0.22, -0.23, 0.38], [0.06, 0.16, 0.18], [0.37, -0.18, 0.60], [0.05, -0.09, -0.30], [0.44, -0.35, 0.32], [-0.06, -0.09, 0.24], [-0.30, -0.11, -0.24], [0.01, 0.17, -0.17], [-0.27, -0.01, 0.12], [0.14, 0.41, -0.55], [0.32, 0.02, 0.75], [-0.54, 0.71, -0.54], [0.53, 0.55, 0.61], [-0.56, 0.54, -1.66], [0.34, 0.03, 0.23], [0.93, -0.54, -0.68], [-0.16, -0.22, -0.38], [0.06, -0.34, -0.02], [0.15, -0.19, 0.31], [0.25, -0.12, 0.00], [-0.11, -0.32, 0.07], [0.44, -0.23, 0.85], [-0.40, -0.09, 0.46], [-0.14, 0.13, -0.21], [-0.24, 0.32, 0.51], [-0.53, -0.08, 0.24], [0.00, -0.04, 0.14], [0.10, -0.04, 0.03], [0.61, -0.83, 1.32], [-1.38, 0.48, -0.47], [0.08, -0.55, 0.01], [-0.20, 0.34, -0.20], [-0.04, -0.32, 1.16], [0.73, -0.22, -0.01], [0.26, 0.32, -0.57], [-0.28, 0.12, -0.13], [-0.06, 0.07, -0.09], [0.30, -0.12, -0.10], [0.08, 0.26, 0.05], [-0.03, 0.03, -0.04], [-0.01, 0.16, -0.60], [-0.03, -0.01, -0.12], [0.29, 0.03, -0.28], [-0.31, 0.08, -0.22], [-0.16, 0.15, 0.27], [-0.31, 0.05, 0.36], [0.31, 0.63, 0.53], [0.60, -0.26, 0.32], [-0.16, -0.45, -0.18], [0.32, 0.21, 0.67], [0.07, -0.01, -0.78], [0.10, 0.04, 0.11], [0.17, 0.09, -0.11], [-0.07, 0.01, -0.29], [-0.16, -0.70, -0.06], [-0.11, 0.18, -0.13], [-0.49, 0.20, -0.02], [-0.15, -0.19, -0.47], [-0.35, 0.24, -0.20], [0.20, 0.01, 0.09], [-0.08, -0.17, 0.22], [0.09, 0.06, -0.07]]
}